No. 1
Density functional theory data (the ωB97M-V functional and the def2-TZVPD basis) for C36H20CaF8N4O4S as an isolated structure in a non-equilibrium geometry.

Values from the calculation:
relative energy (zero: lowest compared OMol25 entry of this formula, charge and spin) = 27.5 kcal per mole
total charge = -2

Geometry as XYZ:
```
74
Properties=species:S:1:pos:R:3:forces:R:3:lowdin_charge:R:1
C -4.7452 2.6476 0.5278 0.0 0.0 0.0 -0.10
F 3.9079 -3.2606 0.9793 0.0 0.0 -0.1 0.11
C 4.9636 0.7648 0.9179 0.0 -0.1 -0.1 -0.03
S 0.6871 -0.7085 4.0117 -0.5 0.2 0.1 0.48
C 4.5599 -2.9811 3.2154 -0.1 0.1 0.0 -0.16
C 1.4196 2.0512 1.2140 -0.4 0.0 0.0 -0.10
C -4.8825 -3.7348 2.3844 -0.1 0.0 0.1 -0.57
C 4.8674 2.5542 2.5316 0.1 0.0 0.0 -0.14
F -4.7218 -4.8018 3.1986 -0.1 0.1 -0.1 0.12
H -2.3846 -4.0004 3.4565 0.0 0.0 0.0 0.12
H -0.9632 0.0631 -6.3649 0.0 0.0 0.0 0.11
H -2.2521 -1.5177 -0.7436 0.0 0.0 0.0 0.09
H -3.2169 0.5927 -2.3489 0.0 0.0 0.0 0.11
C -3.5602 -2.5186 0.6508 0.0 0.0 0.1 0.01
H 5.5171 0.0002 0.3844 0.0 0.0 0.0 0.11
C -3.5821 -3.2312 1.8408 0.1 0.0 -0.1 -0.13
N 1.0835 0.4448 -3.0909 0.1 -0.3 -0.3 0.10
C 2.8399 1.8485 1.3791 0.3 -0.2 -0.1 -0.15
H -6.5921 2.5612 -0.5707 0.0 0.0 0.0 0.09
C 3.6491 -2.7653 2.1959 0.1 -0.1 -0.1 -0.16
C -0.2572 3.8144 -3.3656 0.1 0.0 0.1 -0.08
H -5.1708 3.2148 1.3478 0.0 0.0 0.0 0.09
C 4.2842 -2.4629 4.4670 0.0 0.0 -0.1 -0.16
C 0.4353 2.7333 -2.8952 0.0 0.0 0.1 0.00
C -1.4025 1.1339 -0.4642 0.3 0.2 0.2 -0.51
C 1.0375 -0.6978 -3.7284 0.1 -0.1 -0.1 -0.18
C -4.9978 1.5307 -1.5796 -0.1 0.0 0.0 -0.11
F 1.6532 -1.8851 1.3960 -0.1 0.0 0.0 0.01
C 3.1274 -1.7506 4.6930 -0.2 0.0 -0.3 -0.27
C 2.4911 -2.0579 2.4373 0.0 0.2 0.5 -0.25
C -2.3291 -2.0855 0.1752 -0.2 -0.1 0.1 -0.10
C -2.8466 1.5481 -0.4803 -0.1 0.0 0.1 -0.14
C -0.3799 0.1644 -5.4558 0.1 -0.1 0.1 -0.01
N -1.1823 -2.3202 0.8086 0.0 0.1 -0.2 0.11
F 2.9381 -1.2732 5.9332 0.0 0.0 0.1 0.04
H -0.2747 -3.1425 2.4553 0.0 0.1 0.0 0.08
C 1.7548 -1.9190 -3.1253 -0.1 -0.3 -0.5 -0.65
H -5.6215 1.2274 -2.4132 0.0 0.0 0.0 0.09
C 5.5879 1.5804 1.8300 -0.1 0.0 0.1 -0.12
C -5.5474 2.2729 -0.5443 0.0 0.0 0.0 -0.12
F -5.5443 -2.8008 3.1047 0.1 -0.1 -0.1 0.13
O 2.4509 -2.5719 -3.9059 -0.1 0.1 0.1 0.01
F -5.7288 -4.1210 1.4013 0.1 0.0 0.1 0.12
F 5.6856 -3.6915 3.0006 0.1 0.0 0.0 0.08
C 3.5129 2.6600 2.3012 -0.1 0.0 0.0 -0.08
O 3.0447 0.1528 -0.2970 1.5 0.6 0.6 -0.25
Ca 1.1237 -0.3988 -0.7810 -1.2 -1.3 0.5 1.40
H -1.6134 2.4698 -6.1773 0.0 0.0 0.0 0.10
C 2.1460 -1.5319 3.7041 0.5 -0.3 -0.3 -0.67
O 1.4824 -2.1337 -1.9130 0.4 -1.4 -1.1 -0.17
H 6.6517 1.4673 2.0133 0.0 0.0 0.0 0.09
O -1.0328 0.2339 -1.2893 -0.3 0.2 0.0 -0.19
C -1.0434 2.5529 -5.2578 0.0 0.1 0.0 -0.06
N 0.6599 1.3818 0.4240 -0.1 1.4 0.8 -0.13
H -1.5478 4.5926 -4.9161 0.0 0.0 0.0 0.09
H 0.9590 2.8450 1.8089 0.0 0.0 0.0 0.12
H -4.4739 -2.3098 0.1110 0.0 0.0 0.0 0.12
C -3.4082 2.2876 0.5614 0.1 0.0 0.0 -0.03
F 5.1629 -2.6690 5.4689 0.1 0.0 0.1 0.08
C -3.6585 1.1693 -1.5443 0.1 -0.1 -0.1 -0.04
H 1.0031 2.7686 -1.9730 0.0 0.0 0.0 0.11
C 0.3138 -0.8825 -4.9343 -0.1 0.1 -0.2 0.01
H -2.7686 2.5647 1.3875 0.0 0.0 0.0 0.10
C -1.0011 3.7284 -4.5587 -0.1 -0.1 -0.1 -0.10
C -1.2202 -2.9885 1.9544 0.0 0.0 0.1 -0.12
N -0.6654 1.7792 0.4105 -0.6 0.4 0.2 0.05
H 2.9325 3.3928 2.8542 0.0 0.0 0.0 0.10
C -0.3494 1.4162 -4.7909 0.1 0.0 0.2 -0.16
H 0.3326 -1.8597 -5.3960 0.0 0.0 0.0 0.11
H -0.2438 4.7481 -2.8173 0.0 0.0 0.0 0.10
C -2.3972 -3.4682 2.5162 -0.1 0.0 0.0 0.01
C 0.4038 1.5077 -3.5961 -0.2 0.2 -0.3 -0.21
C 3.5749 0.8741 0.6188 0.3 0.4 0.2 -0.38
H 5.3620 3.2006 3.2462 0.0 0.0 0.0 0.08
```
Positions in Å, forces in eV/Å.

=====

No. 2
Density functional theory data (the ωB97M-V functional and the def2-TZVPD basis) for a 3-piece molecular cluster, C9H23Cl2O2S overall in a non-equilibrium geometry.

Values from the calculation:
total energy = -1825.4619 hartree
total charge = +1

Geometry as XYZ:
```
37
Properties=species:S:1:pos:R:3:forces:R:3:lowdin_charge:R:1
H -1.7526 2.3932 -0.5361 0.1 -0.3 -0.1 0.08
H -0.0480 1.7364 -3.1183 0.2 -0.4 0.0 0.07
H 5.4121 -2.4767 1.1569 0.0 0.0 0.0 0.09
C 0.5256 1.3924 -2.2545 -0.2 0.6 1.2 -0.91
C 3.3287 -1.2249 2.4911 -0.1 0.2 0.0 -0.05
H -4.4316 -2.6513 0.7765 0.0 0.0 0.0 0.09
C -4.1451 -0.5167 0.5201 -0.3 -0.3 -0.5 -0.49
H 2.8788 -0.3728 3.0025 0.1 0.0 0.0 0.08
Cl 0.0453 -0.2683 -1.7814 0.6 0.8 -0.5 0.68
H 2.8937 0.6417 -1.7681 -0.2 0.9 0.2 -0.01
H -0.7391 1.2403 0.3902 0.0 0.0 -0.3 0.06
H -3.3642 0.1850 -1.1261 -0.1 -0.1 -0.1 0.08
H 3.9399 -2.6470 0.1854 0.0 0.0 0.1 0.09
C -3.7823 -1.9651 0.2321 0.2 0.0 0.1 -0.06
H 3.9922 -1.7378 3.1869 0.0 0.0 0.0 0.09
H -4.0089 -0.3093 1.5824 0.1 0.1 -0.1 0.14
O 3.1811 -0.0709 0.3736 -0.2 0.5 -0.7 -0.11
H 2.5151 -1.9048 2.2217 0.1 -0.1 0.0 0.09
Cl 0.1781 4.0593 -1.8675 0.4 -0.4 0.0 0.66
C -0.7676 2.2101 -0.1057 0.3 0.6 0.1 -0.14
S 2.3166 1.3952 -2.7795 -0.1 -0.6 -0.8 1.05
H 2.6660 2.7047 -2.5454 -0.1 -0.7 0.5 0.01
H -2.7474 -2.1656 0.5171 0.0 0.0 0.1 0.07
H 1.3258 2.4570 -0.5360 -0.1 0.1 -0.1 0.09
H 2.4877 -0.6906 0.1199 -0.1 -0.2 0.2 0.06
H 5.2388 -1.6011 -0.3726 0.1 0.0 0.1 0.08
C 0.3878 2.4428 -1.0985 -0.6 -0.6 0.5 -0.79
H -5.8254 0.8267 0.3275 0.0 0.0 0.1 0.08
H -3.8694 -2.1798 -0.8371 -0.1 0.0 0.0 0.08
H -0.6351 2.9566 0.6877 0.0 -0.1 -0.2 0.09
C 4.0809 -0.7695 1.2524 0.0 -0.7 0.2 -0.48
H -6.2825 -0.8516 0.6635 0.0 0.0 0.0 0.09
C -5.5810 -0.2163 0.1218 0.0 0.2 0.1 -0.06
C 4.7086 -1.9432 0.5184 0.1 0.1 -0.2 -0.05
O -3.2536 0.3547 -0.1861 0.3 0.1 0.3 -0.09
H 4.8569 -0.0580 1.5359 -0.1 0.2 -0.1 0.14
H -5.7257 -0.3749 -0.9506 0.0 -0.1 0.0 0.08
```
Positions in Å, forces in eV/Å.

=====

No. 3
Density functional theory data (the ωB97M-V functional and the def2-TZVPD basis) for C65H52BrN3O5P2Pb as an isolated structure in a non-equilibrium geometry.

Values from the calculation:
relative energy (zero: lowest compared OMol25 entry of this formula, charge and spin) = 25.0 kcal per mole

Geometry as XYZ:
```
129
Properties=species:S:1:pos:R:3:forces:R:3:lowdin_charge:R:1
H -1.9223 4.1503 -4.7034 0.0 0.0 0.0 0.10
N -0.4502 -3.2622 -0.3948 -0.2 0.2 -0.4 0.08
H -1.8639 -6.4759 -1.9816 0.0 0.0 0.0 0.12
C 2.7411 -4.8721 0.4918 0.0 0.1 0.0 -0.07
C 1.9314 1.5558 -5.4367 -0.1 0.0 0.2 -0.42
C -0.5306 3.6009 8.4506 0.0 0.0 0.0 -0.09
C -4.5248 0.2545 -0.7718 0.0 0.5 -0.9 -0.05
H 5.1955 -2.0243 0.1850 0.0 0.0 0.0 0.10
C -0.6090 -4.3409 0.3212 0.0 0.0 0.0 -0.18
H -0.4047 -1.2919 -4.4651 0.0 0.0 0.0 0.10
H -3.1231 0.0632 3.8487 0.0 0.1 0.1 0.14
H -2.6281 -0.4737 -1.4391 0.0 0.0 0.0 0.10
C 1.4115 4.7743 0.4125 0.0 0.0 0.0 -0.08
H -7.0969 -2.4908 1.3173 0.0 0.0 0.0 0.12
H -8.3579 -0.4547 1.9545 0.0 0.0 0.0 0.10
C 0.5386 1.5782 -3.2907 0.0 0.3 -0.1 -0.23
C -5.2159 0.7620 2.1241 -0.1 -0.7 2.1 -0.12
C 4.9820 -1.0294 0.5577 0.0 0.0 0.0 -0.09
C -4.4937 -0.3771 1.7844 0.0 -0.7 1.0 -0.13
C 2.6172 -5.6508 -0.6504 0.0 0.0 0.0 -0.08
H -1.8362 -5.3300 -4.2204 0.0 0.0 0.0 0.11
H 2.8821 -2.8938 1.2843 0.0 0.0 0.0 0.09
H 2.5552 -3.1969 -2.9861 0.0 0.0 0.0 0.10
C 4.4423 -1.0715 -3.0679 0.2 0.0 -0.3 -0.07
C 5.8850 -0.4064 1.4077 0.0 0.0 0.0 -0.08
N -2.4912 -0.2291 3.1150 0.1 -0.4 -0.1 0.04
H 4.3622 0.4340 -6.0992 0.0 0.0 0.0 0.11
C 2.6264 -3.6597 -2.0083 0.1 0.0 0.0 -0.10
H 5.0526 -1.7375 -2.4681 0.0 0.0 0.0 0.11
H -6.2739 1.2110 0.0302 0.3 0.1 -0.4 0.11
C 3.2312 -0.6155 -2.5721 0.6 -0.7 0.6 -0.26
H -3.6086 -2.4629 1.0231 0.1 0.0 0.0 0.07
H 2.7547 -5.3345 1.4704 0.0 0.0 0.0 0.12
H 5.8146 -1.0239 -4.7279 0.0 0.0 0.0 0.10
H -2.1981 3.3177 -2.3824 0.0 0.0 0.0 0.11
H 2.6179 1.3930 0.4250 0.0 0.0 0.1 0.09
C 2.7606 -2.8671 -0.8688 0.0 0.0 0.0 -0.38
C 0.3891 2.6754 8.9273 0.0 0.0 0.0 -0.08
H -2.7312 0.6780 1.2466 -0.2 -0.9 1.0 0.09
C 0.2414 3.9468 2.3354 0.0 0.0 0.0 -0.07
N -1.1750 -0.1687 3.2981 -0.1 0.1 0.0 -0.05
H -0.9533 2.1979 2.0333 0.0 0.0 0.0 0.09
H -5.0606 -0.6166 -1.1283 0.0 0.0 0.0 0.13
H -5.0305 3.1928 0.8274 0.0 0.0 0.0 0.12
H 2.5522 -6.7283 -0.5659 0.0 0.0 0.0 0.11
C -2.4371 1.4436 -0.4860 0.2 0.4 -0.9 -0.41
H 6.3287 1.3494 2.5604 0.0 0.0 0.0 0.10
C 0.8553 3.7631 -0.3623 0.0 0.0 0.0 -0.08
H 1.1076 3.7010 -1.4142 0.0 0.0 0.0 0.10
C -0.3093 2.6675 6.2444 0.0 0.0 0.0 -0.05
C -0.1747 2.9573 -5.0772 -0.1 0.1 0.1 -0.02
C -6.5812 -1.5680 1.5525 -0.1 0.0 -0.1 0.00
C 1.2812 0.7603 5.8197 -0.1 0.3 0.2 -0.11
O -0.0652 -5.3329 2.3748 0.0 -0.1 0.1 0.06
C 0.9576 1.7527 8.0647 0.0 0.0 0.0 -0.04
C 4.0457 0.1509 -5.1023 0.1 -0.2 0.2 -0.01
H -0.9730 4.3250 9.1227 0.0 0.0 0.0 0.10
C -0.0170 2.8340 0.2008 0.2 -0.1 0.0 -0.36
C -0.4354 -2.1405 -2.5188 -0.1 0.0 0.1 -0.04
C 2.7381 2.7756 -5.9117 0.0 0.0 0.0 -0.02
C -0.6347 -2.1691 -3.8693 0.0 0.0 -0.1 -0.05
C -1.2162 -4.4448 -2.3531 0.0 -0.1 -0.1 -0.15
C -0.1810 -4.2729 1.7871 0.0 0.3 0.2 -0.62
C 0.7396 0.1781 4.7491 -0.2 -0.2 -0.2 -0.61
H 1.5414 5.6583 2.3650 0.0 0.0 0.0 0.10
C 2.5649 -5.0430 -1.8980 0.0 0.0 0.0 -0.08
C -6.6001 0.7550 2.1935 0.0 -0.3 0.7 -0.11
C -0.6861 0.1900 4.4224 0.1 0.0 0.2 -0.19
H 0.8040 1.4369 -7.2976 0.0 0.0 0.0 0.09
H -2.5952 3.3320 0.5307 0.0 0.0 -0.1 0.11
H 3.5830 2.4702 -6.5302 0.0 0.0 0.0 0.08
C 3.5401 0.8882 0.6998 0.0 0.0 0.0 -0.11
H 2.2269 0.3864 -7.2510 0.0 0.0 0.0 0.09
P -0.6190 1.3782 -0.7321 -0.5 0.7 -0.9 1.07
Pb -0.1546 -1.2076 1.0160 0.4 -0.4 0.3 1.24
C 1.1052 4.8719 1.7617 0.0 0.0 0.0 -0.08
C -7.2761 -0.4260 1.9066 -0.1 0.0 0.0 -0.08
C -1.1133 -5.5462 -0.2183 0.0 0.0 0.1 0.03
H -4.6719 1.6812 2.3269 -0.2 -0.5 0.4 0.12
H 2.1167 3.4446 -6.5088 0.0 0.0 0.0 0.08
H 0.6659 2.6754 9.9740 0.0 0.0 0.0 0.10
O -2.3850 -1.3187 1.0100 0.0 -0.1 0.3 -0.36
C -0.5015 2.0177 -2.4768 -0.3 0.1 0.3 -0.26
H 2.3117 0.5274 6.0593 0.0 0.1 0.0 0.10
H -0.0569 3.3327 -6.0872 0.0 0.0 0.0 0.11
H 1.6734 1.0298 8.4393 0.0 0.0 0.0 0.11
C -5.2047 1.2793 -0.1247 0.0 0.6 -2.1 -0.10
C -3.1288 2.4687 0.1519 -0.2 0.4 -0.3 -0.10
H 6.8013 -0.9138 1.6838 0.0 0.0 0.0 0.10
H -0.5517 2.6955 5.1897 0.0 0.0 0.0 0.09
C -1.4438 -5.5818 -1.5357 0.0 0.0 -0.1 0.02
C 2.8349 0.6370 -4.6074 0.1 0.2 -0.6 -0.09
H -1.5756 4.3266 6.7239 0.0 0.0 0.0 0.10
C 2.8100 -3.4907 0.3807 0.0 0.0 0.0 -0.11
C -1.3828 2.9554 -2.9972 -0.1 0.0 -0.2 -0.06
C -5.1881 -1.5577 1.4815 0.1 0.2 0.4 -0.28
C -1.2303 3.4225 -4.3000 0.2 -0.2 0.1 -0.06
C 4.4441 1.5130 1.5478 0.0 0.0 0.0 -0.08
C 0.6071 1.7239 6.7139 0.1 -0.1 -0.1 -0.22
C -4.5054 2.3878 0.3277 0.3 0.5 -1.1 -0.10
H -0.0504 -1.2486 -2.0329 0.0 0.0 0.0 0.05
C 3.8015 -0.3847 0.1928 0.0 0.0 0.0 -0.37
C -3.1522 0.3373 -0.9490 -0.1 0.2 -0.6 -0.10
O 0.0617 -3.0982 2.2537 -0.2 -0.5 -0.1 -0.25
H -1.2954 -3.3407 -5.5677 0.0 0.0 0.0 0.10
Br 1.8906 -0.8551 3.6436 0.0 0.1 0.2 0.81
O -4.5650 -2.6950 1.1215 0.0 0.1 -0.1 0.07
P 2.5289 -1.0559 -0.9389 0.3 -0.3 0.2 1.07
C -1.1441 -3.3313 -4.4957 0.1 0.1 0.0 -0.07
C 0.7440 2.0336 -4.5841 0.2 0.0 -0.3 -0.09
C 1.4017 0.7843 -6.6576 0.0 0.0 0.0 -0.01
H 2.4651 -5.6467 -2.7917 0.0 0.0 0.0 0.10
O 1.3727 0.6979 -2.7004 -0.2 -0.1 0.2 -0.05
H 0.7754 -0.0511 -6.3394 0.0 0.0 0.0 0.08
C -0.8724 3.5972 7.1060 0.0 0.0 0.0 -0.08
C -0.3005 2.9291 1.5645 0.0 -0.1 0.1 -0.11
C 2.4839 0.2444 -3.3347 -0.3 0.4 -0.2 -0.22
C -0.7130 -3.2869 -1.7370 0.1 0.1 0.1 -0.20
C -1.4405 -4.4366 -3.7512 0.0 -0.1 0.0 -0.03
H 3.1219 3.3357 -5.0575 0.0 0.0 0.0 0.10
H -0.0124 4.0162 3.3862 0.1 0.0 0.0 0.09
H 2.0873 5.4874 -0.0437 0.0 0.0 0.0 0.10
H 4.2258 2.4995 1.9375 0.0 0.0 0.0 0.10
H -1.2198 -6.3904 0.4467 0.0 0.0 0.0 0.12
H -1.3493 0.4892 5.2338 0.0 0.0 0.1 0.13
C 4.8647 -0.6834 -4.3378 -0.4 0.2 0.1 -0.06
H -7.1432 1.6538 2.4542 0.0 0.0 0.0 0.11
C 5.6188 0.8651 1.9012 0.0 0.0 0.0 -0.09
C -2.9799 -0.2962 1.7124 0.0 0.4 0.6 -0.43
```
Positions in Å, forces in eV/Å.